Computed, not measured: a 2-piece molecular cluster, C4H6N2OS2 overall at a distorted geometry, with the ωB97M-V functional and the def2-TZVPD basis.

Positions of all 15 atoms, in Å:
C  2.0164  -1.5565  0.2426
N  2.4795  -0.7242  -0.6165
S  2.4108  0.8539  -0.2781
S  1.0700  0.8301  1.4199
C  1.4670  -1.0436  1.5610
H  1.9774  -2.5922  -0.1158
H  0.7497  -1.6996  1.9569
H  2.2668  -1.1867  2.2223
C  -2.7382  1.5336  -0.5085
N  -1.6665  1.1235  -1.3423
C  -0.9317  0.2774  -1.7226
O  -0.1630  -0.5124  -2.1142
H  -3.5941  1.4193  -1.0751
H  -2.6681  0.8012  0.3306
H  -2.6762  2.4761  0.0399

Summary:
**LUMO**: 0.310 eV
**E_HOMO**: -8.046 eV
**Structure (SMILES)**: C1=NSSC1.CN=C=O
**E**: -30941.75438 eV